Molecular formula: C12H24N2O3
Method: DFT, ωB97M-V with the def2-TZVPD basis set

```
41
Properties=species:S:1:pos:R:3
C -3.16254 1.48513 0.73543
C -1.92005 0.68963 1.06728
C -2.03403 -0.77057 0.71802
C -1.03683 -1.56352 1.55807
C -1.99367 -0.90345 -0.82269
N -1.91941 -2.33078 -1.19367
C -0.91378 0.01826 -1.54207
O -1.42566 0.88042 -2.26399
N 0.40738 -0.23444 -1.61691
C 1.54890 -0.50639 -0.68392
C 1.89505 -2.05231 -0.42071
O 3.01824 -2.44789 -0.11513
O 0.81487 -2.88119 -0.59229
C 1.71226 0.44976 0.47290
C 2.86323 0.14308 1.36998
C 1.76118 1.93973 0.05093
C 2.37743 2.33166 -1.21566
H -4.10783 1.35874 1.30819
H -2.89267 2.56396 0.80480
H -3.37451 1.33442 -0.26069
H -1.61126 0.97228 2.06605
H -1.19822 1.05292 0.40671
H -3.05738 -1.08823 0.98214
H -0.18626 -0.96627 1.89887
H -0.54856 -2.49124 1.38642
H -1.68001 -1.72901 2.53015
H -2.92979 -0.41666 -1.15394
H -1.86095 -2.33003 -2.19691
H -2.67187 -2.79836 -0.89920
H 0.69689 0.45801 -2.33166
H 2.43137 -0.24666 -1.33079
H 0.00174 -2.30201 -0.74560
H 0.74107 0.33396 0.98479
H 2.80208 -0.73498 1.92596
H 2.92675 0.89508 2.20197
H 3.80465 0.18637 0.75793
H 2.39607 2.30507 0.77951
H 0.73946 2.26375 -0.01972
H 1.80671 1.88081 -2.12093
H 2.44611 3.40477 -1.17875
H 3.33387 1.84620 -1.30084
```

- Energy: -21954.2859 eV
- Relative energy (zero: lowest compared OMol25 entry of this formula, charge and spin): 3.423 eV

---

Molecular formula: C12H24N4O3
Method: DFT, ωB97M-V with the def2-TZVPD basis set

```
43
Properties=species:S:1:pos:R:3
C 1.59573 -3.81070 1.25951
N 0.47985 -3.07200 0.61718
C -0.46556 -3.58603 -0.19419
O -0.51623 -4.80148 -0.42628
C -1.57843 -2.63335 -0.65463
C -3.03833 -3.23240 -0.60496
N -1.61335 -1.30301 -0.05826
C -0.89030 -0.31296 -0.51864
O -0.14034 -0.38370 -1.52816
C -0.58403 0.75911 0.50138
C 0.75028 1.46084 0.31156
C 1.21121 2.34917 -0.94074
C 2.71072 2.93979 -0.90242
C 3.85329 1.93132 -0.68104
N 5.18085 2.44389 -0.49305
N -1.71946 1.72184 0.37414
C -2.88223 1.49776 1.11965
C -4.10508 2.21380 0.64033
O -3.01277 0.66682 1.95225
H 1.03658 -4.56709 1.92041
H 2.33519 -4.34019 0.61001
H 2.06744 -3.11993 1.98877
H 0.54899 -2.06615 0.60285
H -1.47051 -2.51643 -1.77012
H -3.84767 -2.55166 -0.95838
H -3.42752 -3.35436 0.35209
H -2.95816 -4.21523 -1.02760
H -2.04294 -1.17308 0.86249
H -0.59208 0.42470 1.57854
H 0.81211 2.08671 1.21000
H 1.45884 0.70124 0.53972
H 1.07926 1.75009 -1.89924
H 0.58557 3.23643 -0.82812
H 2.88074 3.64508 -0.10096
H 2.93419 3.46143 -1.87276
H 3.48847 1.22844 0.10870
H 3.93106 1.26227 -1.54040
H 5.19727 3.10255 0.27268
H 5.75354 2.72102 -1.29079
H -1.92050 2.33152 -0.31837
H -4.27549 2.08553 -0.36921
H -4.89784 1.77602 1.36484
H -3.91237 3.24238 0.79121
```

- Energy: -24935.5007 eV
- Relative energy (zero: lowest compared OMol25 entry of this formula, charge and spin): 2.276 eV

---

Molecular formula: C12H24NO2
Method: DFT, ωB97M-V with the def2-TZVPD basis set

```
39
Properties=species:S:1:pos:R:3
C -2.93783 -0.69888 1.64497
C -2.08635 -1.29975 0.96320
C 4.05111 0.42249 0.38685
C -3.24082 0.80798 1.82628
C 2.72991 1.10224 0.45595
C -2.43927 1.61747 0.81471
C 1.64618 0.49085 -0.40146
C -1.02132 1.69179 1.31734
C 0.40990 1.38870 -0.88297
C -0.10721 2.39020 0.21928
C -1.49884 -1.90562 0.01331
C 1.39457 -2.96120 -1.64751
N -1.90732 -2.11380 -1.39766
O 0.47925 -2.51606 -2.26617
O 2.63141 -3.01917 -2.06471
H 4.07844 -0.34616 -0.42310
H 4.16577 -0.14540 1.30181
H 4.91990 1.11989 0.28394
H -3.13498 1.18331 2.83698
H -4.30965 0.82760 1.62420
H 2.90089 2.15451 0.09740
H 2.69333 1.18823 1.50816
H -2.59380 1.14137 -0.09345
H -3.01304 2.59248 0.71569
H 1.28197 -0.54238 -0.05122
H 2.24314 0.33041 -1.34913
H -0.62645 0.71795 1.49314
H -0.83149 2.32681 2.13036
H 0.72349 2.00672 -1.66957
H -0.42822 0.68507 -1.27745
H 0.69614 2.84070 0.66803
H -0.70594 3.11699 -0.21746
H -0.47379 -2.36820 0.04862
H 1.23940 -3.19406 -0.45269
H -1.02210 -2.16123 -2.13016
H -2.49924 -1.33971 -1.71280
H -2.49020 -2.98307 -1.60734
H -3.55150 -1.36146 2.30518
H 2.63457 -3.18758 -3.01056
```

- Energy: -18408.2201 eV
- Relative energy (zero: lowest compared OMol25 entry of this formula, charge and spin): 4.454 eV
- Total charge: +1

---

Molecular formula: C12H25B2I2O8
Method: DFT, ωB97M-V with the def2-TZVPD basis set

```
49
Properties=species:S:1:pos:R:3
C 0.57667 3.38614 0.05468
C 1.65050 3.04684 -1.03453
O 2.01545 1.70144 -1.05556
C 0.92516 0.84294 -1.45472
B 0.83845 -0.51018 -0.45863
B -0.59163 -0.69829 0.45206
O -1.47600 0.43626 0.57498
O -0.85580 -1.98233 1.01671
C -1.38728 -1.94176 2.33286
O 1.22605 -1.80862 -1.08827
C 2.16478 -2.47110 -0.28175
C 2.72139 -1.44292 0.79856
C 2.40067 -1.71173 2.29566
I 2.50732 -3.85410 2.81226
C 3.34823 -0.99924 3.31385
C 2.54336 -0.67146 4.61116
I 4.24530 0.82652 2.56260
O 1.93638 -0.32999 0.53884
H -0.39947 3.54553 -0.42690
H 0.53747 2.57937 0.79572
H 0.87680 4.32514 0.54275
H 1.37598 3.45096 -2.03000
H 2.56072 3.60254 -0.73774
H -0.03646 1.37702 -1.52863
H 1.15582 0.43802 -2.47028
H -1.21656 0.89272 1.37361
H -0.61289 -2.10574 3.10048
H -2.12954 -2.75599 2.41474
H -1.92157 -1.00665 2.56912
H 1.69998 -3.39977 0.09020
H 2.99288 -2.78910 -0.94412
H 3.80848 -1.35084 0.64707
H 1.37318 -1.39246 2.48319
H 4.16738 -1.68165 3.55799
H 2.73398 0.34731 4.97755
H 2.89902 -1.35362 5.40117
H 1.45769 -0.77818 4.49375
C -5.01822 2.09486 -4.58324
O -5.00241 0.81040 -3.97150
C -3.84611 0.52036 -3.36043
O -2.88809 1.23560 -3.30587
O -3.95616 -0.69416 -2.83371
C -2.78459 -1.14699 -2.13734
H -5.99629 2.22002 -5.04345
H -4.87663 2.87821 -3.83910
H -4.25395 2.16304 -5.35706
H -2.55926 -0.49370 -1.29755
H -1.93318 -1.20742 -2.81431
H -2.99697 -2.14323 -1.75687
```

- Energy: -46786.4043 eV
- Total charge: -1

---

Molecular formula: C12H25BCl2FO5S
Method: DFT, ωB97M-V with the def2-TZVPD basis set

```
47
Properties=species:S:1:pos:R:3
C -4.90339 -3.79725 0.07804
O -4.10567 -4.80328 -0.63999
C -2.66051 -4.54299 -0.55140
C -2.21692 -3.70205 -1.89885
C -1.21329 -2.43725 -1.55305
C 0.33321 -2.92467 -1.30624
C 1.41993 -1.70032 -1.12413
C 1.36830 -0.55651 -2.29751
C 0.75394 0.89078 -1.83373
F 1.29235 1.81374 -2.88034
C -0.85584 1.18149 -1.92958
O -1.09978 1.93594 -0.65655
B -0.10468 1.33793 0.25675
S -0.01359 1.89425 2.05146
C -0.16690 3.77628 2.21538
O -0.98719 1.13161 3.00276
O 1.44059 1.55856 2.56501
O 1.17128 1.41625 -0.52465
H -4.16763 -2.94548 0.43178
H -5.50006 -4.28248 0.98826
H -5.72297 -3.40075 -0.69402
H -2.29982 -4.06960 0.45611
H -2.12262 -5.60058 -0.63300
H -3.18972 -3.25150 -2.42069
H -1.67384 -4.35181 -2.71486
H -1.61818 -1.73619 -0.68664
H -1.18936 -1.74388 -2.52384
H 0.65184 -3.51963 -2.29103
H 0.39523 -3.61224 -0.34753
H 1.35770 -1.28041 -0.02315
H 2.49548 -2.21259 -1.20177
H 0.86332 -1.02947 -3.24285
H 2.50199 -0.34930 -2.60773
H -1.28914 1.83633 -2.80175
H -1.62616 0.30337 -1.86555
H -0.39587 0.19302 0.31042
H -1.31561 3.99326 2.34478
H 0.30247 4.25466 1.24725
H 0.44949 4.05926 3.18668
Cl 6.16997 5.26586 2.52817
C 4.73059 4.58348 3.32561
C 3.61343 4.28742 2.33751
Cl 2.90259 5.77342 1.66031
H 4.40785 5.28502 4.10096
H 5.04903 3.65844 3.81531
H 2.80390 3.75102 2.84209
H 3.96427 3.66886 1.50576
```

- Energy: -62358.5715 eV
- Total charge: -1

---

Molecular formula: C12H25BN2O4S
Method: DFT, ωB97M-V with the def2-TZVPD basis set

```
45
Properties=species:S:1:pos:R:3
N 0.97470 2.12847 1.25399
C 0.65977 1.29491 0.05730
C 1.17071 2.03830 -1.20024
C 0.69519 1.47449 -2.55715
C 1.55396 0.28345 -3.07546
C 0.88966 -0.39300 -4.27710
B -0.39338 -1.19948 -3.92206
O -0.73143 -1.64014 -2.63061
O -1.26397 -1.47026 -4.97563
C -0.91510 1.14711 0.00549
C -1.56119 1.03406 1.37196
N -0.96405 0.02918 2.23422
C -1.33336 0.22157 3.66453
C -0.82014 -1.00900 4.46849
S 0.65684 -1.65630 3.76716
C -0.11170 -2.32118 2.25338
C -1.25248 -1.36808 1.77340
C 1.36085 -0.06304 0.23105
O 0.89082 -1.02698 -0.36586
O 2.46472 -0.13432 0.97439
H 0.89738 1.48565 2.02246
H 1.99607 2.27011 1.20050
H 0.85070 3.06364 -1.04863
H 2.25986 2.03654 -1.13126
H -0.36280 1.18686 -2.48918
H 0.63514 2.21066 -3.36726
H 2.51977 0.68060 -3.34742
H 1.73640 -0.39280 -2.23343
H 1.50444 -1.17698 -4.72366
H 0.64041 0.30769 -5.07184
H -0.13510 -1.40691 -1.87761
H -1.89630 -2.03779 -4.45312
H -1.26916 2.02607 -0.51589
H -1.26851 0.34356 -0.68448
H -1.44710 2.00391 1.85735
H -2.64940 0.84693 1.32096
H -0.89023 1.12043 4.05362
H -2.43538 0.37703 3.76234
H -1.55888 -1.80845 4.55157
H -0.57423 -0.76986 5.51132
H -0.50080 -3.31939 2.45876
H 0.68760 -2.36662 1.50535
H -1.24137 -1.27212 0.65325
H -2.26752 -1.74498 2.07494
H 2.79861 -1.03354 0.92010
```

- Energy: -35534.5912 eV

---

Max |F| list, top to bottom, in hartree/bohr: 0.1134, 0.1021, 0.1193, 0.0525, 0.1250, 0.0542
Frontier orbital gap list, top to bottom, in eV: 10.55, 9.53, 10.22, 6.05, 8.55, 8.84